1.
The following is a quantum chemistry calculation of a molecular structure, C36H40P2Sn in a non-equilibrium geometry, from the Open Molecules 2025 dataset.

Calculated values
highest occupied orbital energy (alpha / beta): -13.54 / -13.28 eV
LUMO level (alpha / beta): -7.613 / -8.230 eV
HOMO-LUMO gap (alpha / beta): 5.92 / 5.05 eV

```
! wB97M-V def2-TZVPD RIJCOSX def2/J DEFGRID3
* xyz 2 1
Sn 0.7950 -2.6963 0.0044
C -0.7002 -6.1105 -1.6526
C -1.8823 -5.4706 -1.5550
C -2.9878 -5.8106 -0.5970
C -2.6617 -6.0918 0.8944
C -1.5224 -5.2836 1.4512
C -0.2435 -5.4965 1.0954
C 0.1431 -6.8859 0.6297
C -0.3569 -7.2736 -0.7926
C 0.2888 -0.4749 0.6035
H -0.0326 -5.9776 -2.5305
H -2.1906 -4.8812 -2.4250
H -3.5535 -6.6834 -0.9915
H -3.7042 -4.9757 -0.6052
H -3.6083 -5.9129 1.4394
H -2.4875 -7.1722 1.0398
H -1.8287 -4.6365 2.2759
H 0.5584 -4.8048 1.4005
H -0.2674 -7.6279 1.3436
H 1.2306 -7.0134 0.6601
H 0.3934 -7.8993 -1.3110
H -1.2614 -7.9011 -0.7057
H 1.0920 0.2581 0.4202
H -0.0327 -0.2747 1.6449
H -0.5401 -0.2324 -0.0729
P -1.6589 -2.0894 -1.5124
P -1.0890 -1.7514 2.4920
C -2.4319 -2.5984 -0.0052
C -2.2442 -2.4178 1.3679
C -2.9140 -1.3022 -2.5407
C -4.1354 -1.9034 -2.9098
C -4.9164 -1.3065 -3.9148
C -4.5593 -0.0661 -4.4637
C -3.4700 0.6259 -3.9076
C -2.6675 0.0357 -2.9231
C -0.5789 -3.0425 -2.6123
C 0.5520 -3.7657 -2.0423
C 1.7510 -3.8898 -2.8214
C 1.6378 -3.8551 -4.2074
C 0.4316 -3.4469 -4.7936
C -0.6176 -2.9545 -4.0143
C -1.9238 -0.7687 3.7047
C -2.9534 0.0754 3.2416
C -3.6351 0.8909 4.1441
C -3.3231 0.8554 5.5131
C -2.2988 0.0096 5.9581
C -1.6076 -0.8105 5.0718
C 0.1755 -2.7086 3.3716
C 1.4814 -2.1892 3.2112
C 2.6049 -2.8901 3.6285
C 2.4578 -4.1246 4.2562
C 1.1767 -4.6098 4.5254
C 0.0366 -3.9068 4.1068
H -3.4354 -2.9798 -0.2622
H -3.0833 -2.7509 1.9998
H -4.4208 -2.8395 -2.4265
H -5.7938 -1.8215 -4.3098
H -5.1135 0.3579 -5.3169
H -3.2320 1.6210 -4.2853
H -1.8284 0.5622 -2.4580
H 0.3473 -4.5642 -1.2676
H 2.7206 -4.0993 -2.3496
H 2.4438 -4.2429 -4.8375
H 0.2895 -3.5546 -5.8681
H -1.4904 -2.5026 -4.4863
H -3.2341 0.0388 2.1877
H -4.4146 1.5637 3.7836
H -3.8442 1.4996 6.2318
H -2.0230 -0.0110 7.0102
H -0.8634 -1.5249 5.4167
H 1.5857 -1.2438 2.6821
H 3.5994 -2.4800 3.4526
H 3.3431 -4.6877 4.5512
H 1.0931 -5.5516 5.0793
H -0.9609 -4.2788 4.3553
C 1.6277 -1.1187 -1.4194
H 1.9975 -1.5462 -2.3558
H 2.4457 -0.7121 -0.8036
H 0.8505 -0.3604 -1.6068
*
```



2.
The following is a quantum chemistry calculation of a single C3H9NS molecule in a non-equilibrium geometry, from the Open Molecules 2025 dataset.

Calculated values
SMILES: CNCCS
highest occupied orbital energy: -8.84 eV
LUMO level: 0.717 eV
HOMO-LUMO gap: 9.56 eV

```
! wB97M-V def2-TZVPD RIJCOSX def2/J DEFGRID3
* xyz 0 1
C 0.9060 1.7340 0.6541
N -0.3022 1.1419 0.1988
C -0.1987 -0.1429 -0.5132
C -1.0670 -1.3192 -0.0082
S -0.4382 -2.7893 -0.9258
H 1.5672 1.1598 1.3326
H 1.5451 2.2258 -0.1006
H 0.6672 2.6123 1.2873
H -0.9149 0.9869 0.9938
H 0.8686 -0.3712 -0.4534
H -0.4127 0.0436 -1.5818
H -2.1126 -1.0505 -0.0594
H -0.7021 -1.4519 1.0049
H 0.5942 -2.7792 -1.8290
*
```



3.
The following is a quantum chemistry calculation of a molecular structure, C18H41ErN2O2P3 in a non-equilibrium geometry, from the Open Molecules 2025 dataset.

Calculated values
highest occupied orbital energy (alpha / beta): -15.12 / -15.12 eV
LUMO level (alpha / beta): -9.288 / -9.257 eV
HOMO-LUMO gap (alpha / beta): 5.83 / 5.86 eV
expectation value of S²: 3.753

```
! wB97M-V def2-TZVPD RIJCOSX def2/J DEFGRID3
* xyz 3 4
Er 0.2865 -0.6721 -0.0364
P -1.6969 -1.5869 2.3650
P -1.9211 -1.2974 -1.7116
P 1.7307 0.6263 2.0431
H -0.8457 5.1900 -4.4342
C 0.1845 5.2021 -4.0456
C 1.1036 4.2918 -4.4087
H 0.8410 3.4018 -5.0045
C -2.9439 -1.4226 3.6584
C -2.1944 -2.9388 1.2855
C -0.1643 -2.1352 3.1414
C -1.7667 -0.3934 -3.2877
C -2.2091 -2.9779 -2.3728
C -3.5958 -0.7760 -1.1912
C 2.6935 2.0111 1.3397
C 3.0271 -0.1238 3.1052
C 0.6993 1.5092 3.2843
H 0.4650 6.0430 -3.3923
H 2.1655 4.4618 -4.1786
H -3.0595 -2.3915 4.1631
H -3.9158 -1.1284 3.2310
H -2.6256 -0.6746 4.3980
H -2.6550 -3.7111 1.9163
H -1.3308 -3.4037 0.7801
H -2.9431 -2.6388 0.5420
H -0.3911 -2.5910 4.1239
H 0.5014 -1.2718 3.3267
H 0.3663 -2.8967 2.5367
H -2.6103 -0.6798 -3.9307
H -0.8173 -0.6577 -3.7726
H -1.7818 0.6903 -3.1160
H -3.1155 -2.9634 -2.9989
H -2.3431 -3.7088 -1.5634
H -1.3538 -3.2847 -2.9950
H -4.3494 -1.4193 -1.6727
H -3.7652 0.2730 -1.4865
H -3.7027 -0.8479 -0.0973
H 3.2951 2.4661 2.1408
H 2.0377 2.7676 0.8897
H 3.3587 1.6214 0.5555
H 3.7515 0.6527 3.3907
H 3.5556 -0.9057 2.5407
H 2.6014 -0.5714 4.0127
H 1.3409 2.0832 3.9705
H 0.0987 0.7956 3.8678
H 0.0177 2.2013 2.7667
C 0.6864 1.7480 -1.6024
C -0.4269 2.2680 -0.8691
C -0.3191 3.5676 -0.3599
C 0.8264 4.3305 -0.6054
C 1.8559 3.8341 -1.4097
C 1.6838 2.6205 -2.0749
O 0.8781 0.4192 -1.7085
H -1.5262 -0.2788 1.7237
H -1.3557 1.6697 -0.7670
H -1.1182 4.0057 0.2396
H 0.9050 5.3525 -0.2138
H 2.7482 4.4464 -1.5837
H 2.2905 2.2886 -2.9241
N 3.0131 -3.8835 0.5261
C 1.8713 -3.6479 -0.1380
N 1.3862 -4.6130 -0.9280
O 1.2581 -2.5130 -0.0175
H 3.4974 -4.7654 0.4209
H 3.4493 -3.1225 1.0280
H 0.5297 -4.4236 -1.4414
H 1.8429 -5.5211 -0.9736
*
```



4.
The following is a quantum chemistry calculation of 2 unconnected molecules or ions with the total composition C3H5BrO in a non-equilibrium geometry, from the Open Molecules 2025 dataset.

Calculated values
highest occupied orbital energy: -7.99 eV
LUMO level: 0.094 eV
HOMO-LUMO gap: 8.08 eV

```
! wB97M-V def2-TZVPD RIJCOSX def2/J DEFGRID3
* xyz 0 1
C 0.3979 0.0961 0.7250
C 0.6752 0.9584 -0.2436
C -1.4738 -0.8891 0.5252
O -1.3927 -1.9080 -0.1976
Br -2.8976 0.2716 -0.0148
H 0.9266 -0.8331 0.7946
H 0.0960 0.5366 1.7154
H 0.3313 1.9605 -0.2284
H 1.2258 0.6147 -1.1720
H -1.8477 -2.2491 -0.9911
*
```